Record 1
91
Properties=species:S:1:pos:R:3:forces:R:3:lowdin_charge:R:1 method="wB97M-V/def2-TZVPD" smiles="C[C@H](O)C[C@]1(OB(O)O)OS(=O)(=O)O[C@@]1(CN)CCCCS(=O)(=O)Cl.O=S1(=O)CCCC1.O=S1(=O)CCCC1.O=S1(=O)CCCC1" e_homo_ev=-9.57 lumo_ev=-0.569
Cl -1.35983 -2.56260 -1.48690 -0.3 0.6 -0.1 0.46
S -5.83374 2.83665 5.55207 -0.1 -0.1 -0.2 0.66
S 3.53418 -3.49199 -1.99561 -0.1 0.0 -0.4 0.66
S 7.24921 -3.38687 -4.71447 0.3 -0.1 0.0 0.66
S -1.80657 3.45077 -0.05244 0.2 5.0 0.7 0.77
S -1.90503 -1.33460 -3.07903 -0.6 -1.6 -5.5 0.46
O -1.30960 4.65752 0.66584 -0.5 -3.7 -0.5 -0.27
O 6.33486 -2.29371 -4.94458 0.0 -0.3 -0.1 -0.31
O 3.99100 -4.40829 -0.97492 0.1 0.3 0.1 -0.33
O -1.13692 -1.39014 2.24889 1.1 1.0 -1.0 0.19
O -6.16998 1.56169 4.95952 0.2 0.0 0.3 -0.34
O -0.28683 0.13655 0.44635 -0.5 -0.1 2.3 0.13
O -4.55363 3.07857 6.17395 -0.1 -0.3 -0.1 -0.32
O 1.05674 -1.66496 1.33075 -1.6 1.3 0.3 0.16
O 6.96718 -4.73028 -5.16715 -0.3 0.3 -0.1 -0.33
O -0.91365 -1.60761 -4.15919 -1.0 0.9 3.0 -0.38
O 1.93255 2.23128 0.93896 -0.2 -0.2 0.2 -0.01
O -0.71747 2.22840 -0.12573 -1.3 1.5 -0.7 -0.14
O 3.82604 -2.07691 -1.93660 0.1 -0.1 0.4 -0.33
O -2.35663 3.95732 -1.32664 0.8 -3.2 1.8 -0.25
O -3.25133 -1.73682 -3.54455 1.9 1.1 2.2 -0.36
O -2.84191 2.66650 0.97059 1.4 0.4 -2.4 -0.16
N -4.53585 1.46036 2.53243 1.0 -0.3 -0.2 0.03
C -7.11801 3.28739 6.70754 -0.3 0.2 0.3 -0.23
C -2.49296 1.25831 1.04133 -0.8 -1.4 2.0 -0.32
C -0.23828 1.95878 2.21489 0.3 -1.3 0.8 -0.04
C -7.36471 4.91602 4.91070 -0.1 0.0 0.0 -0.22
C 1.59841 -4.26846 -3.65005 0.0 0.0 -0.2 -0.21
C 4.02997 -4.12402 -3.58886 -0.1 -0.2 -0.3 -0.24
C 1.73835 3.24905 3.08707 -0.5 -0.1 -0.2 -0.04
C 2.87889 -5.02928 -4.01033 -0.1 -0.1 0.1 -0.21
C -1.80807 0.44841 -2.60738 0.1 0.7 0.2 -0.23
C -3.96159 1.00590 -1.15572 -0.3 -0.3 -0.7 -0.15
C -3.14615 0.90336 2.43781 -0.3 0.1 0.4 -0.16
C -3.20546 0.29362 0.00554 -0.5 0.9 0.5 -0.08
C 8.86702 -2.90426 -5.29552 0.4 0.2 -0.1 -0.23
C -3.19097 1.15583 -2.50969 -0.1 -0.5 -0.6 -0.20
C -7.36398 4.76715 6.43581 0.0 0.1 0.0 -0.22
C 1.32662 2.01725 2.19946 0.4 0.9 1.3 -0.39
C 7.66642 -3.42460 -2.97204 0.2 0.0 0.5 -0.22
C 9.51144 -2.22491 -4.09277 0.0 0.1 0.1 -0.22
C 9.16037 -3.09766 -2.88363 0.1 0.0 0.0 -0.21
C 1.77397 -3.72578 -2.22901 -0.4 -0.1 -0.1 -0.25
C -0.90204 1.27969 0.98830 -0.9 1.7 -0.7 -0.37
C -6.15386 4.14572 4.37317 -0.2 0.4 -0.3 -0.22
B -0.16166 -0.93795 1.35932 1.2 -1.6 -0.1 -0.77
H 8.76872 -2.24984 -6.15956 -0.2 -0.1 0.0 0.11
H -3.83083 0.72691 -3.31938 0.5 0.3 0.6 0.11
H 9.74269 -4.02222 -2.92094 0.0 0.0 0.0 0.12
H 7.44379 -4.41190 -2.57087 -0.1 0.0 -0.1 0.11
H 2.92496 -5.26474 -5.07354 0.0 0.0 0.0 0.12
H -6.78804 3.08428 7.72455 0.1 -0.1 -0.1 0.11
H -8.28450 4.48697 4.50411 0.0 0.0 0.0 0.12
H -3.02899 2.21390 -2.82273 0.0 -0.8 0.6 0.10
H -7.33042 5.96268 4.60705 0.0 -0.1 0.0 0.11
H 0.71598 -4.90504 -3.72144 0.0 0.1 0.0 0.12
H -5.03437 0.78686 3.10827 -0.4 0.5 -0.2 0.06
H -0.52229 1.34741 3.11053 0.3 0.5 -0.6 0.14
H -0.64484 -1.91263 2.89427 -0.3 -0.3 0.1 0.13
H -1.24378 0.92495 -3.44328 -0.3 -0.9 0.4 0.12
H 10.58947 -2.12440 -4.22057 0.0 0.0 0.0 0.12
H 2.91908 -5.97007 -3.45359 0.0 0.0 0.0 0.12
H -6.35185 3.70794 3.39732 0.2 -0.1 0.1 0.10
H 1.27979 3.16755 4.10040 0.4 -0.1 -0.7 0.09
H 1.45922 -3.43774 -4.34617 0.0 0.0 0.1 0.12
H -0.62220 2.98005 2.42930 -0.1 -0.7 -0.7 0.13
H -5.26690 4.77603 4.32311 0.0 -0.1 0.0 0.11
H 1.85372 1.43353 0.40702 -0.1 0.0 -0.1 0.09
H -6.55557 5.36545 6.86465 0.0 0.0 0.0 0.12
H -4.36863 2.01131 -0.89173 0.5 -0.8 0.2 0.12
H 9.09209 -1.22401 -3.95980 0.0 0.0 0.0 0.12
H -8.00070 2.69122 6.47258 0.1 0.0 0.0 0.11
H 4.13252 -3.27599 -4.26583 0.1 0.0 0.1 0.10
H 9.39812 -2.59959 -1.94341 0.0 0.0 0.0 0.12
H 1.32201 4.17481 2.62123 0.4 -0.7 0.2 0.09
H 1.26603 -2.77455 -2.09583 0.2 0.0 0.1 0.05
H 7.06024 -2.67296 -2.46554 -0.1 0.0 -0.1 0.11
H 9.40531 -3.81208 -5.57097 -0.1 0.0 0.0 0.11
H -3.99015 -0.22180 0.60703 0.6 0.3 -0.5 0.12
H 4.97853 -4.64854 -3.49906 0.0 0.1 0.1 0.08
H -4.87246 0.39181 -1.35929 0.7 0.4 0.1 0.12
H 1.75911 -1.06440 1.06085 0.3 -0.3 -0.3 0.10
H 1.75424 1.12571 2.72970 -0.4 0.3 -0.7 0.15
H -2.59359 1.33660 3.29647 -0.1 -0.2 -0.6 0.12
H -2.50536 -0.50950 -0.29902 -0.4 0.7 0.0 0.06
H -3.23669 -0.19078 2.59235 0.7 0.6 -0.4 0.12
H -8.30264 5.10376 6.87659 0.0 0.0 0.0 0.11
H -1.15637 0.53145 -1.71299 -0.5 -0.2 -0.5 0.08
H -4.95833 1.53260 1.61076 -0.1 -0.2 0.2 0.07
H 1.42811 -4.43985 -1.48139 0.1 0.1 0.1 0.10
H 2.83926 3.33848 3.18132 -0.7 -0.1 -0.1 0.09

***

Record 2
15
Properties=species:S:1:pos:R:3:forces:R:3:lowdin_charge:R:1 method="wB97M-V/def2-TZVPD" smiles="C[C@@H](O)C(=O)C=O.[H][H]" e_homo_ev=-9.63 lumo_ev=0.180
O -1.19184 0.35742 1.72359 0.2 -0.3 -0.5 0.10
O -0.22793 -2.41189 1.04874 -0.3 0.4 -0.3 0.09
O -1.26277 1.11099 -1.23800 -0.2 0.2 0.1 -0.01
C -0.16068 0.80314 -0.39511 0.3 -0.1 0.1 -0.39
C -0.84051 -1.59413 0.40799 0.2 -0.4 0.2 -0.17
C 0.91017 0.15228 -1.24819 0.0 -0.1 0.0 -0.03
C -0.73341 -0.09594 0.69801 -0.2 0.2 0.4 -0.35
H -1.89472 1.61768 -0.71011 0.0 0.0 -0.2 0.11
H 0.51359 -0.72093 -1.77778 0.0 0.1 0.1 0.09
H -1.52061 -1.88016 -0.42164 0.1 0.0 0.1 0.14
H 1.25440 0.27269 2.34038 0.1 0.0 0.0 0.05
H 1.26704 0.86747 -1.99469 -0.1 -0.1 0.1 0.09
H 0.23256 1.70192 0.10053 -0.1 -0.1 -0.1 0.15
H 1.89772 -0.01135 2.09963 0.0 0.0 0.0 0.06
H 1.75698 -0.16920 -0.63335 -0.1 0.1 -0.1 0.08

***

Asked for F_max across the records above, the calculation gives 0.1114, 0.0126 Eh/bohr in order.
Asked for HOMO-LUMO gap across the records above, the calculation gives 8.996, 9.807 eV in order.